No. 1
A gas-phase ion, C5H7ClFN4O2S (charge +1) in a non-equilibrium geometry, computed with the ωB97M-V functional and the def2-TZVPD basis.

```
21
Properties=species:S:1:pos:R:3
C 2.68 0.57 0.50
C -0.77 0.60 -0.25
C -1.19 2.06 -0.28
C 1.64 1.11 -0.41
C -2.90 -2.24 0.32
N 3.28 1.43 1.18
N -1.81 -0.14 -0.10
N 0.53 0.28 -0.56
N 0.88 -1.00 -0.74
O -0.49 2.85 -0.82
O -1.70 -1.60 0.04
F -3.15 -2.08 1.63
S 2.68 -1.19 0.84
Cl -2.70 2.38 0.41
H 1.47 2.18 -0.05
H 2.19 1.31 -1.32
H -3.87 -1.83 -0.13
H -2.67 -3.26 0.07
H 4.08 1.23 1.79
H 0.07 -1.66 -0.84
H 1.73 -0.99 -1.27
```

Orbital gap (alpha / beta): 9.191 / 5.745 eV
Net charge: +1
HOMO level (alpha / beta): -13.3127 / -13.4312 eV
2S+1: 3

Löwdin charges, unit e, in atom order: atom 1 (C): -0.7164, atom 2 (C): -0.2387, atom 3 (C): -0.7843, atom 4 (C): -0.1627, atom 5 (C): -0.2389, atom 6 (N): 0.1803, atom 7 (N): 0.1570, atom 8 (N): -0.0799, atom 9 (N): 0.0856, atom 10 (O): 0.0909, atom 11 (O): -0.0971, atom 12 (F): 0.0277, atom 13 (S): 0.9289, atom 14 (Cl): 0.8540, atom 15 (H): 0.1691, atom 16 (H): 0.1571, atom 17 (H): 0.1671, atom 18 (H): 0.1321, atom 19 (H): 0.1015, atom 20 (H): 0.1645, atom 21 (H): 0.1021

***

No. 2
A molecular structure, C28H48N3P2Pt, computed with the ωB97M-V functional and the def2-TZVPD basis.

```
82
Properties=species:S:1:pos:R:3
Pt 0.34 0.33 0.79
C -4.42 0.83 2.54
C -2.95 0.42 2.63
C -2.81 -0.92 3.36
P -1.99 0.48 1.05
C -2.65 2.02 0.22
C -3.83 1.70 -0.70
C -1.58 2.79 -0.55
C -2.44 -0.93 0.03
C -3.57 -1.75 0.14
C -3.74 -2.87 -0.66
C -4.95 -3.75 -0.54
C -2.72 -3.17 -1.57
C -1.60 -2.37 -1.70
C -1.45 -1.22 -0.91
N -0.34 -0.36 -0.97
C 0.40 -0.23 -2.14
C -0.14 -0.42 -3.42
C 0.67 -0.33 -4.54
C 2.03 -0.02 -4.46
C 2.89 0.06 -5.69
C 2.54 0.25 -3.20
C 1.74 0.18 -2.06
P 2.29 0.61 -0.41
C 2.86 2.37 -0.56
C 2.64 3.16 0.74
C 4.30 2.54 -1.04
C 3.77 -0.43 -0.11
C 3.39 -1.90 -0.28
C 4.33 -0.17 1.30
H -4.83 0.89 3.55
H -5.02 0.11 1.99
H -4.56 1.80 2.07
H -2.44 1.19 3.24
H -3.18 -1.75 2.75
H -3.38 -0.90 4.29
H -1.77 -1.14 3.61
H -2.99 2.65 1.04
H -3.49 1.17 -1.59
H -4.31 2.62 -1.01
H -4.58 1.07 -0.21
H -1.22 2.22 -1.41
H -0.72 3.03 0.07
H -2.00 3.73 -0.92
H -4.35 -1.52 0.86
H -5.67 -3.34 0.17
H -4.68 -4.75 -0.20
H -5.45 -3.86 -1.50
H -2.80 -4.06 -2.18
H -0.82 -2.64 -2.39
H -1.19 -0.65 -3.53
H 0.22 -0.49 -5.52
H 2.47 -0.52 -6.51
H 3.89 -0.33 -5.49
H 3.00 1.08 -6.04
H 3.58 0.53 -3.11
H 2.19 2.78 -1.32
H 3.36 2.87 1.51
H 1.63 3.01 1.12
H 2.78 4.23 0.56
H 5.02 2.13 -0.32
H 4.52 3.60 -1.15
H 4.48 2.07 -2.01
H 4.52 -0.15 -0.85
H 2.51 -2.14 0.32
H 4.22 -2.54 0.03
H 3.15 -2.13 -1.32
H 3.59 -0.47 2.05
H 4.58 0.88 1.46
H 5.23 -0.75 1.47
N 0.58 -1.86 2.39
C 1.22 -1.33 3.59
C 0.81 0.12 3.84
N 1.05 0.99 2.66
H -0.38 -2.12 2.56
H 1.04 -2.68 2.02
H 2.30 -1.37 3.44
H 1.01 -1.91 4.50
H 1.36 0.50 4.70
H -0.25 0.18 4.06
H 2.06 1.10 2.53
H 0.68 1.91 2.84
```

Orbital gap: 7.067 eV
Relative energy (zero: lowest compared OMol25 entry of this formula, charge and spin): 0.0 kcal/mol
Net charge: +1
HOMO level: -9.2734 eV

Löwdin charges, unit e, in atom order: atom 1 (Pt): 0.8635, atom 2 (C): -0.0967, atom 3 (C): -0.5177, atom 4 (C): -0.1013, atom 5 (P): 0.9777, atom 6 (C): -0.5180, atom 7 (C): -0.0977, atom 8 (C): -0.1278, atom 9 (C): -0.3069, atom 10 (C): -0.0503, atom 11 (C): -0.2696, atom 12 (C): -0.0451, atom 13 (C): -0.0219, atom 14 (C): -0.0199, atom 15 (C): -0.3124, atom 16 (N): -0.1865, atom 17 (C): -0.3123, atom 18 (C): -0.0238, atom 19 (C): -0.0223, atom 20 (C): -0.2709, atom 21 (C): -0.0469, atom 22 (C): -0.0412, atom 23 (C): -0.3079, atom 24 (P): 0.9399, atom 25 (C): -0.5026, atom 26 (C): -0.1238, atom 27 (C): -0.0965, atom 28 (C): -0.5233, atom 29 (C): -0.0975, atom 30 (C): -0.0993, atom 31 (H): 0.0885, atom 32 (H): 0.0707, atom 33 (H): 0.0667, atom 34 (H): 0.1022, atom 35 (H): 0.0727, atom 36 (H): 0.0910, atom 37 (H): 0.0360, atom 38 (H): 0.0982, atom 39 (H): 0.0854, atom 40 (H): 0.0895, atom 41 (H): 0.0639, atom 42 (H): 0.0666, atom 43 (H): 0.0421, atom 44 (H): 0.0853, atom 45 (H): 0.0935, atom 46 (H): 0.0755, atom 47 (H): 0.0841, atom 48 (H): 0.0840, atom 49 (H): 0.1221, atom 50 (H): 0.1150, atom 51 (H): 0.1144, atom 52 (H): 0.1193, atom 53 (H): 0.0778, atom 54 (H): 0.0790, atom 55 (H): 0.0847, atom 56 (H): 0.1038, atom 57 (H): 0.1148, atom 58 (H): 0.0726, atom 59 (H): 0.0287, atom 60 (H): 0.0885, atom 61 (H): 0.0723, atom 62 (H): 0.0895, atom 63 (H): 0.0638, atom 64 (H): 0.1080, atom 65 (H): 0.0525, atom 66 (H): 0.0872, atom 67 (H): 0.0786, atom 68 (H): 0.0451, atom 69 (H): 0.0615, atom 70 (H): 0.0918, atom 71 (N): -0.0176, atom 72 (C): -0.2524, atom 73 (C): -0.2107, atom 74 (N): -0.1419, atom 75 (H): 0.0551, atom 76 (H): 0.0770, atom 77 (H): 0.0993, atom 78 (H): 0.1208, atom 79 (H): 0.1256, atom 80 (H): 0.0900, atom 81 (H): 0.0547, atom 82 (H): 0.0920

***

No. 3
C25H25N3O2 in the gas phase, computed with the ωB97M-V functional and the def2-TZVPD basis.

```
55
Properties=species:S:1:pos:R:3
O -4.56 -1.24 2.41
C -4.06 -0.78 1.41
N -2.77 -1.10 1.07
C -2.22 -1.05 -0.23
O -2.92 -1.02 -1.22
N -0.87 -1.11 -0.27
C 0.03 -0.78 0.81
H -0.50 -0.73 1.76
C 0.68 0.59 0.54
N 1.30 0.71 -0.76
C 0.40 0.28 -1.81
C -0.21 -1.10 -1.56
H -0.96 -1.33 -2.32
H 0.56 -1.87 -1.56
H 0.92 0.30 -2.77
H -0.42 1.01 -1.85
C 2.71 0.36 -0.89
C 3.58 1.40 -0.21
C 4.92 1.13 0.04
C 5.74 2.08 0.63
C 5.23 3.32 0.96
C 3.90 3.61 0.69
C 3.09 2.66 0.11
H 2.06 2.89 -0.12
H 3.50 4.58 0.94
H 5.86 4.07 1.43
H 6.77 1.85 0.82
H 5.33 0.17 -0.22
C 3.06 -1.05 -0.45
C 3.30 -1.36 0.88
C 3.57 -2.66 1.27
C 3.61 -3.67 0.33
C 3.39 -3.37 -1.01
C 3.12 -2.07 -1.39
H 2.97 -1.84 -2.44
H 3.44 -4.15 -1.75
H 3.82 -4.68 0.63
H 3.75 -2.88 2.31
H 3.28 -0.57 1.62
H 2.93 0.44 -1.97
H 1.42 0.81 1.31
H -0.11 1.35 0.59
H 0.80 -1.56 0.87
H -2.31 -1.72 1.73
C -4.74 0.21 0.54
C -4.07 1.35 0.09
C -4.73 2.28 -0.69
C -6.06 2.08 -1.03
C -6.73 0.96 -0.57
C -6.08 0.03 0.22
H -6.59 -0.84 0.59
H -7.77 0.81 -0.82
H -6.57 2.80 -1.64
H -4.21 3.15 -1.04
H -3.03 1.50 0.36
```

Orbital gap: 8.914 eV
Relative energy (zero: lowest compared OMol25 entry of this formula, charge and spin): 6.4 kcal/mol
HOMO level: -8.3021 eV

Löwdin charges, unit e, in atom order: atom 1 (O): 0.0994, atom 2 (C): -0.4150, atom 3 (N): 0.1754, atom 4 (C): -0.5009, atom 5 (O): 0.0941, atom 6 (N): -0.0369, atom 7 (C): -0.1077, atom 8 (H): 0.1188, atom 9 (C): -0.1424, atom 10 (N): -0.1356, atom 11 (C): -0.1316, atom 12 (C): -0.1041, atom 13 (H): 0.1247, atom 14 (H): 0.1131, atom 15 (H): 0.1245, atom 16 (H): 0.1302, atom 17 (C): -0.2186, atom 18 (C): -0.1764, atom 19 (C): -0.0403, atom 20 (C): -0.0786, atom 21 (C): -0.0936, atom 22 (C): -0.0788, atom 23 (C): -0.0349, atom 24 (H): 0.1104, atom 25 (H): 0.1019, atom 26 (H): 0.0998, atom 27 (H): 0.1024, atom 28 (H): 0.1181, atom 29 (C): -0.2011, atom 30 (C): -0.0636, atom 31 (C): -0.0721, atom 32 (C): -0.0845, atom 33 (C): -0.0759, atom 34 (C): -0.0496, atom 35 (H): 0.1170, atom 36 (H): 0.1042, atom 37 (H): 0.1020, atom 38 (H): 0.1055, atom 39 (H): 0.1215, atom 40 (H): 0.1550, atom 41 (H): 0.1195, atom 42 (H): 0.1275, atom 43 (H): 0.1147, atom 44 (H): 0.1515, atom 45 (C): -0.1547, atom 46 (C): -0.0347, atom 47 (C): -0.0723, atom 48 (C): -0.0820, atom 49 (C): -0.0729, atom 50 (C): -0.0118, atom 51 (H): 0.1204, atom 52 (H): 0.1032, atom 53 (H): 0.1016, atom 54 (H): 0.1030, atom 55 (H): 0.1112

***

No. 4
A molecular structure, C35H42BN8O6S5Sn in a non-equilibrium geometry, computed with the ωB97M-V functional and the def2-TZVPD basis.

```
98
Properties=species:S:1:pos:R:3
Sn -0.12 -0.35 -0.30
C 6.17 -2.04 -1.20
C 5.03 -1.18 -1.75
C 3.98 -2.08 -2.38
C 5.52 -0.20 -2.81
N 4.51 -0.36 -0.59
C 5.30 0.63 -0.03
C 4.62 1.21 0.97
N 3.42 0.57 1.07
B 2.14 0.91 1.82
N 1.82 2.42 1.85
C 1.84 3.32 2.88
C 1.21 4.43 2.44
N 0.80 4.21 1.13
C 1.21 2.96 0.79
S 1.23 2.10 -0.70
C -0.04 5.25 0.42
C -1.30 5.47 1.26
C -0.47 4.82 -0.98
C 0.81 6.52 0.33
N 2.01 0.31 3.21
C 2.94 0.22 4.24
C 2.34 -0.39 5.27
N 1.03 -0.69 4.89
C 0.86 -0.26 3.61
S -0.51 -0.35 2.60
C 0.13 -1.51 5.78
C 0.51 -1.26 7.23
C 0.32 -2.97 5.40
C -1.35 -1.12 5.62
C 3.33 -0.38 0.11
S 1.92 -1.38 -0.07
H 6.63 -2.61 -2.00
H 6.95 -1.42 -0.73
H 5.79 -2.73 -0.45
H 4.44 -2.58 -3.23
H 3.64 -2.86 -1.70
H 3.12 -1.53 -2.74
H 5.84 -0.75 -3.69
H 4.71 0.48 -3.10
H 6.37 0.40 -2.47
H 6.29 0.86 -0.40
H 4.88 2.04 1.61
H 1.31 0.43 1.17
H 2.27 3.10 3.84
H 1.02 5.36 2.96
H -1.89 4.55 1.30
H -1.07 5.79 2.28
H -1.91 6.24 0.79
H -1.06 3.91 -0.94
H -1.10 5.61 -1.39
H 0.38 4.67 -1.64
H 1.03 6.93 1.32
H 1.75 6.32 -0.19
H 0.26 7.28 -0.23
H 3.94 0.60 4.14
H 2.74 -0.63 6.24
H 1.49 -1.68 7.49
H 0.51 -0.19 7.46
H -0.22 -1.75 7.87
H 1.34 -3.30 5.62
H -0.37 -3.59 5.98
H 0.12 -3.13 4.34
H -1.49 -0.04 5.77
H -1.74 -1.39 4.65
H -1.92 -1.65 6.38
O -1.59 -4.57 0.16
C -1.41 -3.28 0.40
O -0.34 -2.78 0.68
C -2.62 -2.43 0.25
C -3.92 -2.89 0.14
C -4.93 -1.95 0.00
C -4.63 -0.60 -0.01
C -3.29 -0.23 0.08
N -2.33 -1.13 0.20
C -2.82 1.22 0.07
O -3.67 2.09 0.18
O -1.55 1.35 -0.02
H -0.71 -4.96 0.05
H -4.11 -3.95 0.17
H -5.96 -2.27 -0.11
H -5.38 0.17 -0.09
O 2.35 -4.15 -3.08
S 1.03 -4.25 -2.54
O 0.83 -5.22 -1.48
N 0.50 -2.73 -2.10
C -0.53 -2.36 -2.82
S -1.19 -0.78 -2.74
C -1.05 -3.39 -3.75
C -2.22 -3.38 -4.48
C -2.56 -4.51 -5.21
C -1.71 -5.62 -5.23
C -0.53 -5.64 -4.50
C -0.23 -4.51 -3.76
H -2.86 -2.50 -4.48
H -3.49 -4.54 -5.77
H -1.99 -6.49 -5.81
H 0.13 -6.49 -4.49
```

Orbital gap: 6.225 eV
Relative energy (zero: lowest compared OMol25 entry of this formula, charge and spin): 8.1 kcal/mol
Net charge: +1
HOMO level: -10.1300 eV

Löwdin charges, unit e, in atom order: atom 1 (Sn): 0.8638, atom 2 (C): -0.0168, atom 3 (C): -0.5222, atom 4 (C): -0.0915, atom 5 (C): -0.0243, atom 6 (N): 0.0429, atom 7 (C): -0.0201, atom 8 (C): -0.0058, atom 9 (N): 0.0518, atom 10 (B): -0.7614, atom 11 (N): 0.0572, atom 12 (C): -0.0120, atom 13 (C): -0.0276, atom 14 (N): 0.0384, atom 15 (C): -0.5890, atom 16 (S): 0.7501, atom 17 (C): -0.5295, atom 18 (C): -0.0183, atom 19 (C): -0.0650, atom 20 (C): -0.0267, atom 21 (N): 0.0573, atom 22 (C): -0.0301, atom 23 (C): -0.0324, atom 24 (N): 0.0224, atom 25 (C): -0.5935, atom 26 (S): 0.7765, atom 27 (C): -0.5403, atom 28 (C): -0.0455, atom 29 (C): -0.0184, atom 30 (C): -0.0663, atom 31 (C): -0.5138, atom 32 (S): 0.7813, atom 33 (H): 0.0991, atom 34 (H): 0.0823, atom 35 (H): 0.0963, atom 36 (H): 0.1001, atom 37 (H): 0.0546, atom 38 (H): 0.0819, atom 39 (H): 0.0971, atom 40 (H): 0.0999, atom 41 (H): 0.0772, atom 42 (H): 0.1280, atom 43 (H): 0.1382, atom 44 (H): -0.1019, atom 45 (H): 0.1271, atom 46 (H): 0.1241, atom 47 (H): 0.0942, atom 48 (H): 0.0784, atom 49 (H): 0.0970, atom 50 (H): 0.0662, atom 51 (H): 0.0969, atom 52 (H): 0.0670, atom 53 (H): 0.0787, atom 54 (H): 0.0949, atom 55 (H): 0.0944, atom 56 (H): 0.1283, atom 57 (H): 0.1184, atom 58 (H): 0.0783, atom 59 (H): 0.0999, atom 60 (H): 0.0936, atom 61 (H): 0.0904, atom 62 (H): 0.0951, atom 63 (H): 0.0830, atom 64 (H): 0.0967, atom 65 (H): 0.0267, atom 66 (H): 0.0909, atom 67 (O): 0.1718, atom 68 (C): -0.4630, atom 69 (O): -0.0647, atom 70 (C): -0.1719, atom 71 (C): 0.0454, atom 72 (C): 0.0029, atom 73 (C): 0.0529, atom 74 (C): -0.1724, atom 75 (N): 0.0300, atom 76 (C): -0.5781, atom 77 (O): 0.0936, atom 78 (O): -0.2144, atom 79 (H): 0.1188, atom 80 (H): 0.1317, atom 81 (H): 0.1229, atom 82 (H): 0.1340, atom 83 (O): -0.2711, atom 84 (S): 0.6806, atom 85 (O): -0.2775, atom 86 (N): -0.1635, atom 87 (C): -0.7607, atom 88 (S): 0.7777, atom 89 (C): -0.2270, atom 90 (C): -0.0157, atom 91 (C): -0.0459, atom 92 (C): -0.0444, atom 93 (C): -0.0168, atom 94 (C): -0.2085, atom 95 (H): 0.1093, atom 96 (H): 0.1141, atom 97 (H): 0.1158, atom 98 (H): 0.1297

***

No. 5
A molecular structure, C8H12N2O2S in a non-equilibrium geometry, computed with the ωB97M-V functional and the def2-TZVPD basis.

```
25
Properties=species:S:1:pos:R:3
C 0.54 0.97 0.77
C -0.17 -1.28 -0.69
C -0.89 0.43 0.76
C 0.40 0.00 -1.33
C -1.77 0.75 1.99
C 0.61 0.06 -2.77
C -1.42 -1.92 1.36
C 2.52 1.16 -0.52
N -0.75 -1.04 0.48
N 1.21 0.72 -0.42
O 1.08 1.41 1.72
O -0.01 -2.34 -1.22
S -1.47 1.22 -0.74
H -2.16 1.74 2.11
H -1.30 0.43 2.86
H -2.75 0.09 1.76
H -0.05 0.90 -3.17
H 0.43 -0.86 -3.33
H 1.74 0.36 -2.87
H -1.01 -1.73 2.36
H -2.53 -1.91 1.50
H -0.93 -2.99 1.24
H 2.64 2.17 -0.94
H 3.04 1.13 0.40
H 3.02 0.53 -1.30
```

Orbital gap: 8.009 eV
Relative energy (zero: lowest compared OMol25 entry of this formula, charge and spin): 59.1 kcal/mol
HOMO level: -8.5737 eV

Löwdin charges, unit e, in atom order: atom 1 (C): -0.4747, atom 2 (C): -0.4686, atom 3 (C): -0.6889, atom 4 (C): -0.3085, atom 5 (C): -0.0542, atom 6 (C): -0.0311, atom 7 (C): -0.0689, atom 8 (C): -0.0450, atom 9 (N): -0.0808, atom 10 (N): -0.0966, atom 11 (O): 0.1370, atom 12 (O): 0.1092, atom 13 (S): 0.8778, atom 14 (H): 0.0759, atom 15 (H): 0.0526, atom 16 (H): 0.1235, atom 17 (H): 0.1084, atom 18 (H): 0.0858, atom 19 (H): 0.1143, atom 20 (H): 0.0877, atom 21 (H): 0.1037, atom 22 (H): 0.1440, atom 23 (H): 0.1048, atom 24 (H): 0.0878, atom 25 (H): 0.1048

***

No. 6
C6H12O in the gas phase in a non-equilibrium geometry, computed with the ωB97M-V functional and the def2-TZVPD basis.

```
19
Properties=species:S:1:pos:R:3
C 0.39 1.33 -1.76
C 0.35 1.22 -0.08
C -0.81 1.11 1.23
O -1.23 -0.22 1.23
C -0.15 -1.07 0.85
C -0.78 -2.06 -0.12
C 1.00 -0.16 0.28
H -0.41 1.76 -2.38
H 0.65 0.36 -2.24
H 1.28 1.94 -2.01
H 1.04 2.04 0.20
H -0.20 1.25 2.16
H -1.73 1.71 1.46
H 0.25 -1.59 1.74
H -1.53 -2.65 0.42
H -0.06 -2.75 -0.58
H -1.30 -1.50 -0.90
H 1.47 -0.69 -0.56
H 1.77 -0.03 1.05
```

Orbital gap: 10.360 eV
Relative energy (zero: lowest compared OMol25 entry of this formula, charge and spin): 52.1 kcal/mol
HOMO level: -9.3478 eV

Löwdin charges, unit e, in atom order: atom 1 (C): -0.0613, atom 2 (C): -0.1715, atom 3 (C): -0.1227, atom 4 (O): -0.1574, atom 5 (C): -0.3829, atom 6 (C): -0.0442, atom 7 (C): -0.1531, atom 8 (H): 0.0549, atom 9 (H): 0.0526, atom 10 (H): 0.0594, atom 11 (H): 0.0993, atom 12 (H): 0.1104, atom 13 (H): 0.1210, atom 14 (H): 0.1387, atom 15 (H): 0.0809, atom 16 (H): 0.0774, atom 17 (H): 0.0855, atom 18 (H): 0.1047, atom 19 (H): 0.1082

***

In the order shown, the computed DFT total energy values come out to -1521.97195; -2061.92451; -1282.44648; -4478.50946; -970.15368; -310.97624 hartree.